Arrangement one

A molecular structure, C6H8O2. Source: OMol25; level of theory: ωB97M-V/def2-TZVPD.

Frontier orbital gap ... 0.3228 hartree
2S+1 ... 1

Last column: natural (NBO) charge in e.
Positions of all 16 atoms, in Å:
C -0.455 -1.478 1.553  -0.11
C 0.929 0.386 0.629  0.34
C 0.796 1.694 -0.427  -0.40
C -0.062 0.834 -1.487  -0.27
C -1.142 -0.071 -1.261  -0.07
C -0.718 -0.757 0.309  0.00
H -1.069 -1.159 2.433  0.20
H -0.329 -2.620 1.638  0.22
H 1.225 -0.335 -0.081  0.13
H 1.673 2.151 -1.055  0.22
H 0.155 2.495 0.208  0.25
H 0.027 0.963 -2.545  0.22
H -1.639 -0.575 -1.941  0.18
H 0.048 -1.170 -0.450  0.20
O 0.984 -0.832 1.759  -0.58
O -0.424 0.473 0.717  -0.52


Arrangement two

A molecular structure, C6H8O2. Source: OMol25; level of theory: ωB97M-V/def2-TZVPD.

Frontier orbital gap ... 0.3383 hartree
2S+1 ... 1

Last column: natural (NBO) charge in e.
Positions of all 16 atoms, in Å:
C -1.904 -0.596 -0.024  -0.62
C -0.634 0.227 0.067  0.29
C 0.543 -0.702 -0.739  -0.01
C 0.544 -0.085 1.079  -0.02
C 1.762 0.650 0.446  -0.27
C 1.785 0.086 -0.849  -0.14
H -1.711 -1.604 -0.061  0.23
H -2.908 -0.228 0.565  0.24
H -2.213 -0.291 -1.229  0.20
H -0.097 2.305 0.199  0.47
H 0.191 -0.932 -1.587  0.17
H 0.327 -0.073 2.262  0.22
H 2.443 1.052 1.214  0.23
H 2.445 0.201 -1.598  0.22
O -1.017 1.546 -0.160  -0.69
O 0.443 -1.558 0.415  -0.51


Q: What are the energies relative to the best structure? A: arrangement one 5.149; arrangement two 0.000, in eV.


Arrangement one

A molecular structure, C6H8O2. Source: OMol25; level of theory: ωB97M-V/def2-TZVPD.

Frontier orbital gap ... 0.3693 hartree
2S+1 ... 1

Last column: natural (NBO) charge in e.
Positions of all 16 atoms, in Å:
C 1.593 0.571 -0.410  -0.46
C 0.705 -0.787 -0.691  0.14
C 0.868 0.491 0.849  0.04
C -0.696 0.700 0.688  0.08
C -1.083 0.935 -0.739  -0.43
C -0.900 -0.542 -0.750  0.04
H 2.704 0.484 -0.825  0.26
H 1.300 1.687 -0.811  0.16
H 1.070 -1.323 -1.372  0.16
H 1.407 0.691 1.792  0.21
H -1.209 1.345 1.500  0.20
H -0.251 1.520 -1.255  0.20
H -1.929 1.336 -0.782  0.20
H -1.534 -1.114 -1.462  0.19
O 0.790 -0.941 0.543  -0.49
O -1.350 -0.662 0.649  -0.49


Arrangement two

A single C6H8O2 molecule. Source: OMol25; level of theory: ωB97M-V/def2-TZVPD.

Frontier orbital gap ... 0.3569 hartree
2S+1 ... 1

Last column: natural (NBO) charge in e.
Positions of all 16 atoms, in Å:
C 1.075 0.631 -1.967  0.11
C 0.825 -0.747 -1.686  -0.32
C 0.338 -0.715 -0.243  0.04
O -0.611 -1.561 0.254  -0.50
C -0.752 -0.818 1.566  -0.10
C -0.670 0.743 1.367  -0.48
C -0.218 0.772 -0.150  0.09
O 0.785 1.594 -0.906  -0.53
H 1.147 1.055 -3.151  0.23
H 0.968 -1.656 -2.462  0.26
H 1.171 -0.490 0.627  0.13
H -1.795 -1.002 2.119  0.22
H 0.205 -1.162 2.114  0.20
H 0.183 1.202 1.952  0.24
H -1.668 1.143 1.520  0.23
H -0.983 1.011 -0.954  0.19


Arrangement three

A molecular structure, C6H8O2. Source: OMol25; level of theory: ωB97M-V/def2-TZVPD.

Frontier orbital gap ... 0.3281 hartree
2S+1 ... 1

Last column: natural (NBO) charge in e.
Positions of all 16 atoms, in Å:
C 2.066 -1.488 0.206  -0.67
C 0.658 -1.193 -0.057  -0.11
C 0.068 0.073 0.184  -0.19
C 0.637 1.434 0.288  -0.24
C 1.719 1.737 -0.453  -0.34
C -1.369 -0.169 0.030  0.75
H 2.239 -2.538 0.538  0.23
H 2.416 -0.801 1.320  0.23
H 3.001 -1.210 -0.715  0.24
H -0.091 -2.058 -0.299  0.27
H 0.171 2.240 0.753  0.22
H 2.244 2.713 -0.558  0.22
H 2.129 0.706 -0.966  0.20
H -2.857 0.560 -0.113  0.50
O -2.051 0.930 0.225  -0.65
O -1.939 -1.178 -0.367  -0.64


Q: What are the energies relative to the best structure? A: arrangement one 4.295; arrangement two 1.569; arrangement three 0.000, in eV.


Arrangement one

A single C6H8O2 molecule. Source: OMol25; level of theory: ωB97M-V/def2-TZVPD.

Frontier orbital gap ... 0.3825 hartree
2S+1 ... 1

Last column: natural (NBO) charge in e.
Positions of all 16 atoms, in Å:
C 0.261 1.680 0.234  -0.42
C -0.931 0.730 -0.332  0.07
O -2.342 0.285 -0.022  -0.47
C -1.225 -0.573 0.406  0.03
C -0.320 -1.622 -0.281  -0.41
C 1.028 -0.872 0.165  0.03
O 2.338 -0.191 0.126  -0.44
C 1.274 0.576 -0.341  0.06
H 0.445 2.579 -0.225  0.21
H 0.292 1.817 1.391  0.23
H -0.711 0.425 -1.306  0.17
H -1.382 -0.624 1.526  0.20
H -0.306 -2.528 0.217  0.22
H -0.483 -1.644 -1.326  0.22
H 0.870 -0.777 1.218  0.15
H 1.192 0.740 -1.452  0.16


Arrangement two

2 unconnected molecules or ions with the total composition C6H8O2. Source: OMol25; level of theory: ωB97M-V/def2-TZVPD.

Frontier orbital gap ... 0.2806 hartree
2S+1 ... 1

Last column: natural (NBO) charge in e.
Positions of all 16 atoms, in Å:
C -0.800 -0.636 -0.484  0.02
C -1.223 0.734 -0.616  -0.22
C -0.204 1.551 -0.122  -0.17
C 1.080 0.806 0.219  -0.35
C 0.817 -0.276 1.316  -0.41
C 0.701 -0.564 -0.041  0.18
H -2.474 -1.400 -0.026  0.46
H -1.012 -1.113 -1.355  0.18
H -2.317 0.773 -0.778  0.22
H -0.251 2.757 -0.162  0.22
H 2.130 1.366 0.101  0.27
H 0.064 -0.320 2.132  0.26
H 1.680 -1.031 1.787  0.24
H 1.946 0.057 -1.594  0.41
O -1.586 -1.258 0.572  -0.70
O 1.449 -1.445 -0.948  -0.60


Arrangement three

A single C6H8O2 molecule. Source: OMol25; level of theory: ωB97M-V/def2-TZVPD.

Frontier orbital gap (spin up / spin down) ... 0.2912 / 0.2695 hartree
2S+1 ... 1

Last column: natural (NBO) charge in e.
Positions of all 16 atoms, in Å:
C -0.054 -1.037 -0.175  -0.49
C 2.451 0.054 0.010  -0.64
C -2.502 0.101 -0.153  -0.71
C 0.994 -0.017 0.364  0.19
C -1.055 0.059 0.069  0.26
C -0.049 1.138 0.037  0.48
O 0.619 0.093 1.666  -0.45
O -0.069 2.332 -0.085  -0.52
H 0.010 -1.280 -1.245  0.22
H -0.166 -1.947 0.417  0.23
H 2.586 0.076 -1.072  0.22
H 2.881 0.958 0.442  0.24
H 2.979 -0.811 0.417  0.22
H -2.716 -0.057 -1.219  0.25
H -2.926 1.059 0.148  0.25
H -2.985 -0.723 0.379  0.25


Q: What are the energies relative to the best structure? A: arrangement one 3.300; arrangement two 4.716; arrangement three 0.000, in eV.


Arrangement one

A single H4NO2PS molecule. Source: OMol25; level of theory: ωB97M-V/def2-TZVPD.

Frontier orbital gap ... 0.3286 hartree
2S+1 ... 1

Last column: natural (NBO) charge in e.
Positions of all 9 atoms, in Å:
N -0.021 -0.079 -0.573  -1.02
O 2.602 -0.829 0.400  -1.06
O -2.297 -0.518 0.807  -0.92
P 2.033 0.487 0.059  1.12
S -1.830 0.035 -0.450  1.24
H 0.165 -0.641 0.173  0.40
H 0.189 -0.604 -1.390  0.40
H 1.192 0.817 1.303  -0.19
H -2.032 1.333 -0.330  0.02


Arrangement two

2 unconnected molecules or ions with the total composition H4NO2PS. Source: OMol25; level of theory: ωB97M-V/def2-TZVPD.

Frontier orbital gap ... 0.3052 hartree
2S+1 ... 1

Last column: natural (NBO) charge in e.
Positions of all 9 atoms, in Å:
N -1.124 -0.475 -1.588  -1.04
O 1.459 -0.616 2.587  -0.95
O -0.652 1.966 -0.622  -0.92
P 2.792 -1.180 2.385  1.13
S -1.822 1.110 -0.938  1.18
H -0.324 -0.764 -0.972  0.39
H -1.858 -1.199 -1.608  0.37
H 3.536 -0.277 3.193  -0.18
H -2.008 1.434 -2.436  0.02


Arrangement three

A molecular structure, H4NO2PS. Source: OMol25; level of theory: ωB97M-V/def2-TZVPD.

Frontier orbital gap (spin up / spin down) ... 0.2869 / 0.3020 hartree
2S+1 ... 1

Last column: natural (NBO) charge in e.
Positions of all 9 atoms, in Å:
N 2.152 -0.918 -0.321  -0.65
O 0.252 1.257 -0.824  -0.97
O 0.177 0.686 1.587  -1.00
P 0.040 0.003 0.172  1.53
S -1.998 -0.338 -0.355  -0.37
H 1.798 -0.973 -1.367  0.27
H -0.519 1.866 -0.835  0.50
H 0.143 0.095 2.398  0.53
H -2.045 -1.678 -0.456  0.17


Q: What are the energies relative to the best structure? A: arrangement one 0.000; arrangement two 0.307; arrangement three 0.094, in eV.


Arrangement one

A gas-phase ion, C5H9N2O (charge +1). Source: OMol25; level of theory: ωB97M-V/def2-TZVPD.

Net charge ... +1
Frontier orbital gap ... 0.4060 hartree
2S+1 ... 1

Last column: natural (NBO) charge in e.
Positions of all 17 atoms, in Å:
C -2.033 -0.606 -1.159  -0.43
N -0.739 -0.506 -0.509  -0.31
C 0.081 -1.588 -0.141  -0.04
C 1.157 -1.133 0.504  -0.02
N 1.036 0.216 0.548  -0.31
C 1.991 1.041 1.289  -0.42
C -0.152 0.566 0.014  0.70
O -0.594 2.026 -0.187  -0.66
H -1.917 -0.757 -2.288  0.25
H -2.621 -1.376 -0.679  0.25
H -2.556 0.407 -1.130  0.25
H -0.213 -2.573 -0.323  0.25
H 1.982 -1.606 0.989  0.26
H 2.747 1.246 0.552  0.23
H 1.578 2.117 1.535  0.27
H 2.340 0.488 2.108  0.23
H -0.723 2.200 -1.107  0.50


Arrangement two

A gas-phase ion, C5H9N2O (charge +1). Source: OMol25; level of theory: ωB97M-V/def2-TZVPD.

Net charge ... +1
Frontier orbital gap ... 0.3688 hartree
2S+1 ... 1

Last column: natural (NBO) charge in e.
Positions of all 17 atoms, in Å:
C -0.645 -0.562 2.541  -0.69
C -0.378 -0.454 1.107  0.18
C -0.335 -1.357 0.141  -0.21
C -0.207 -0.790 -1.206  -0.26
N 0.154 0.604 -0.937  -0.09
C 0.962 1.355 -1.855  -0.44
N -0.054 0.978 0.255  0.41
O 0.125 2.085 0.735  -0.27
H -0.009 0.186 3.071  0.27
H -0.403 -1.663 2.841  0.28
H -1.629 -0.375 2.837  0.26
H -0.581 -2.490 0.314  0.29
H 0.703 -1.244 -1.679  0.26
H -1.078 -0.885 -1.810  0.27
H 1.660 1.900 -1.297  0.25
H 1.384 0.656 -2.627  0.25
H 0.329 2.056 -2.430  0.25


Q: What are the energies relative to the best structure? A: arrangement one 0.000; arrangement two 3.053, in eV.


Arrangement one

A molecular structure, C5H9N2O. Source: OMol25; level of theory: ωB97M-V/def2-TZVPD.

Net charge ... +1
Frontier orbital gap (spin up / spin down) ... 0.3485 / 0.1081 hartree
2S+1 ... 1

Last column: natural (NBO) charge in e.
Positions of all 17 atoms, in Å:
C -3.871 -0.273 -0.832  -0.05
C 2.920 -0.853 1.122  -0.24
C 2.065 -0.796 -0.115  0.19
C 2.455 1.118 -0.137  0.34
C -1.767 0.648 -0.268  -0.15
N -2.927 0.073 -0.039  -0.41
N 2.032 0.308 0.904  -0.44
O 2.687 0.152 -1.052  -0.42
H -4.695 -0.737 -0.573  0.21
H -3.726 0.025 -1.903  0.20
H 2.594 -1.418 2.010  0.25
H 4.000 -0.619 1.127  0.24
H 1.197 -1.326 -0.463  0.23
H 2.871 2.085 -0.080  0.21
H -1.727 1.113 -1.227  0.21
H -1.113 0.750 0.573  0.22
H -2.996 -0.250 0.952  0.44


Arrangement two

A gas-phase ion, C5H9N2O (charge +1). Source: OMol25; level of theory: ωB97M-V/def2-TZVPD.

Net charge ... +1
Frontier orbital gap ... 0.3708 hartree
2S+1 ... 1

Last column: natural (NBO) charge in e.
Positions of all 17 atoms, in Å:
C 0.883 1.051 -1.459  0.89
C 0.198 -1.162 0.737  -0.43
C 1.461 -0.326 0.543  -0.22
C -0.945 1.067 -0.043  -0.29
C -0.974 -0.167 0.764  -0.07
N 1.649 0.210 -0.850  -0.64
N -1.929 0.046 -0.345  -0.53
O 0.755 1.660 -2.422  -0.42
H 0.032 -1.828 -0.051  0.23
H 0.104 -1.526 1.779  0.25
H 1.389 0.459 1.378  0.23
H 2.488 -0.670 0.713  0.25
H -1.206 2.003 0.458  0.24
H -1.425 -0.303 1.642  0.21
H 2.319 -0.110 -1.520  0.44
H -2.891 0.073 -0.096  0.43
H -1.909 -0.475 -1.228  0.43


Arrangement three

A gas-phase ion, C5H9N2O (charge +1). Source: OMol25; level of theory: ωB97M-V/def2-TZVPD.

Net charge ... +1
Frontier orbital gap (spin up / spin down) ... 0.3065 / 0.3065 hartree
2S+1 ... 1

Last column: natural (NBO) charge in e.
Positions of all 17 atoms, in Å:
C -2.715 -0.241 -0.438  -0.20
C -1.522 0.037 -0.028  0.04
C -0.786 1.154 0.649  -0.42
C 0.729 0.792 0.324  -0.24
N 0.771 -0.606 0.252  -0.14
C 1.809 -1.527 -0.094  -0.44
N -0.628 -1.065 0.025  0.39
O -0.775 -2.223 -0.288  -0.22
H -2.877 -1.310 -0.820  0.25
H -3.536 0.345 -0.492  0.24
H -1.003 2.141 0.433  0.27
H -0.925 0.906 1.779  0.25
H 1.030 1.299 -0.563  0.22
H 1.373 1.208 1.135  0.24
H 2.740 -1.107 0.311  0.26
H 1.429 -2.427 0.410  0.25
H 1.833 -1.754 -1.149  0.24


Arrangement four

A gas-phase ion, C5H9N2O (charge +1). Source: OMol25; level of theory: ωB97M-V/def2-TZVPD.

Net charge ... +1
Frontier orbital gap ... 0.3905 hartree
2S+1 ... 1

Last column: natural (NBO) charge in e.
Positions of all 17 atoms, in Å:
C -0.371 -1.954 0.002  -0.64
C -0.399 -0.384 0.188  0.19
C -1.862 0.126 0.521  0.43
O -2.249 1.087 -0.072  -0.50
N 0.323 0.038 1.265  -0.38
C 1.114 0.999 0.992  0.15
C 1.375 1.187 -0.452  -0.32
N 0.222 0.568 -0.978  -0.57
H 0.391 -2.246 -0.723  0.24
H -1.360 -2.259 -0.425  0.24
H -0.130 -2.331 1.028  0.28
H -2.442 -0.276 1.422  0.20
H 1.754 1.446 1.695  0.23
H 1.572 2.199 -0.801  0.27
H 2.216 0.543 -0.590  0.25
H -0.647 1.145 -1.176  0.47
H 0.491 0.113 -1.895  0.45


Q: What are the energies relative to the best structure? A: arrangement one 5.933; arrangement two 2.050; arrangement three 2.659; arrangement four 0.000, in eV.


Arrangement one

2 unconnected molecules or ions with the total composition CH4ClN3. Source: OMol25; level of theory: ωB97M-V/def2-TZVPD.

Frontier orbital gap (spin up / spin down) ... 0.2325 / 0.2486 hartree
⟨S²⟩ ... 2.020
2S+1 ... 3

Last column: Löwdin spin population.
Positions of all 9 atoms, in Å:
C 3.283 0.328 1.263  0.21
N 2.848 0.508 2.354  0.38
N 0.678 0.041 -1.579  0.00
N 3.612 -0.245 0.269  0.54
Cl 4.838 0.137 -0.807  0.84
H 1.962 0.870 2.694  0.03
H -0.182 0.412 -1.450  0.00
H 0.814 -0.361 -2.479  0.00
H 0.796 -0.788 -0.921  0.00


Arrangement two

A molecular structure, CH4ClN3. Source: OMol25; level of theory: ωB97M-V/def2-TZVPD.

Frontier orbital gap (spin up / spin down) ... 0.3404 / 0.2615 hartree
⟨S²⟩ ... 2.009
2S+1 ... 3

Last column: Löwdin spin population.
Positions of all 9 atoms, in Å:
C -0.736 0.763 0.103  0.03
N -0.958 -0.595 0.392  0.10
N 0.829 -0.404 -1.492  0.68
N 0.261 -0.102 -0.402  0.41
Cl 1.632 0.100 1.303  0.73
H -1.537 1.001 -0.449  0.01
H -0.341 1.441 0.958  0.01
H -0.432 -0.869 1.227  0.01
H 1.282 -1.334 -1.640  0.02


Q: What are the energies relative to the best structure? A: arrangement one 0.000; arrangement two 0.912, in eV.


Arrangement one

A single C9H10O3S molecule. Source: OMol25; level of theory: ωB97M-V/def2-TZVPD.

Frontier orbital gap ... 0.3435 hartree
2S+1 ... 1

Last column: natural (NBO) charge in e.
Positions of all 23 atoms, in Å:
C 2.473 0.383 1.633  -0.77
S 0.839 1.230 2.121  0.24
C 0.017 0.865 0.477  -0.34
C 0.696 1.805 -0.618  0.45
O 1.696 1.495 -1.236  -0.52
C -1.355 1.412 0.653  0.77
O -1.579 2.588 0.752  -0.56
O -2.262 0.458 0.522  -0.47
C -1.706 -0.800 0.319  0.09
C -2.146 -1.393 -0.960  -0.26
C -1.120 -1.522 -1.801  -0.13
C 0.167 -1.011 -1.213  -0.46
C -0.055 -0.608 0.204  -0.28
H 2.712 -0.543 2.175  0.22
H 3.431 0.921 1.963  0.24
H 2.611 0.327 0.536  0.25
H 0.086 2.653 -0.888  0.16
H -1.972 -1.448 1.130  0.18
H -3.159 -1.580 -0.804  0.23
H -0.952 -1.875 -2.799  0.22
H 0.924 -1.921 -1.256  0.23
H 0.424 -0.137 -1.915  0.25
H 0.230 -1.298 1.005  0.25


Arrangement two

A single C9H10O3S molecule. Source: OMol25; level of theory: ωB97M-V/def2-TZVPD.

Frontier orbital gap ... 0.3057 hartree
2S+1 ... 1

Last column: natural (NBO) charge in e.
Positions of all 23 atoms, in Å:
C 1.521 2.211 -1.746  -0.25
C 0.214 2.843 -1.400  -0.21
C 1.871 0.904 -1.873  -0.12
C 1.228 -0.350 -1.677  -0.35
C -1.000 2.458 -1.624  -0.34
C -0.826 -0.837 2.827  -0.12
C 0.604 -0.643 -0.565  0.21
C -0.339 -1.940 2.110  0.03
C -0.765 -2.191 0.615  -0.09
O -2.854 1.144 -0.545  -0.93
O -1.316 -2.149 3.093  -0.47
O 0.168 -1.907 -0.405  -0.49
S -2.407 1.775 -1.825  1.15
H 2.197 2.975 -1.743  0.20
H 0.433 3.871 -0.931  0.24
H 2.944 0.778 -1.943  0.21
H 1.607 -1.209 -2.162  0.23
H -0.236 -0.363 3.594  0.17
H -1.483 -0.104 2.469  0.19
H 0.554 0.068 0.188  0.18
H 0.647 -2.287 2.254  0.18
H -1.724 -1.737 0.542  0.19
H -1.038 -3.310 0.748  0.20


Q: What are the energies relative to the best structure? A: arrangement one 0.000; arrangement two 4.264, in eV.